# 1
A structure of composition C41H36I2IrN7O4SSe, computed with wB97M-V/def2-TZVPD.

Calculated values
Multiplicity = 2
E_LUMO (alpha / beta) = -4.1 / -4.1 eV
HOMO level (alpha / beta) = -10.58 / -10.61 eV
Largest force on an atom = 2.168 eV Å⁻¹
⟨S²⟩ = 0.7569
Total charge = +1

XYZ file:
```
93
Properties=species:S:1:pos:R:3:forces:R:3:lowdin_charge:R:1
Ir -0.668 -0.157 0.213 -1.97 0.58 -0.69 1.64
I -7.986 2.434 -0.368 -0.05 0.00 0.00 0.91
C -6.162 1.437 -0.395 -0.10 -0.06 0.02 -0.74
C -6.113 0.064 -0.202 0.14 -0.06 -0.06 -0.20
C -4.884 -0.577 -0.191 0.12 -0.31 0.07 -0.61
I -4.777 -2.644 0.061 -0.12 0.00 -0.12 1.03
C -3.685 0.126 -0.385 0.11 -0.22 0.65 -0.42
O -2.535 -0.560 -0.388 0.21 -1.14 -0.93 -0.35
C -3.770 1.487 -0.617 -0.22 0.35 -0.13 -0.18
C -2.507 2.200 -0.926 0.02 0.04 -0.33 -0.11
N -1.488 1.921 0.092 0.57 -0.63 0.26 -0.11
C -1.836 2.500 1.398 -0.27 0.03 -0.03 -0.10
C -0.836 2.110 2.424 0.09 0.07 0.09 -0.26
C -0.480 2.921 3.483 0.03 0.07 0.13 0.01
C 0.397 2.423 4.438 -0.05 0.00 0.00 -0.01
C 0.895 1.140 4.293 0.00 -0.01 0.07 -0.02
C 0.515 0.406 3.186 -0.24 0.02 0.07 -0.10
N -0.339 0.889 2.280 0.86 -0.11 0.47 0.01
C -4.994 2.144 -0.608 0.09 0.09 -0.04 -0.10
H -7.021 -0.508 -0.065 0.02 0.01 0.03 0.09
H -2.696 3.273 -1.000 0.13 0.08 0.08 0.14
H -2.106 1.861 -1.883 0.00 0.05 0.01 0.12
H -0.581 2.282 -0.210 -0.09 0.29 0.08 0.10
H -2.815 2.101 1.681 -0.03 0.05 -0.04 0.14
H -1.927 3.586 1.350 -0.02 0.05 -0.19 0.14
H -0.886 3.922 3.559 -0.01 -0.03 0.02 0.12
H 0.684 3.030 5.286 0.02 0.00 -0.05 0.12
H 1.589 0.715 5.005 0.00 0.04 -0.04 0.12
H 0.893 -0.590 3.016 -0.05 -0.02 0.00 0.10
H -5.038 3.213 -0.784 0.07 -0.04 0.01 0.11
C 3.364 -3.697 2.183 -0.06 0.06 0.01 -0.07
C 2.982 -2.284 1.724 0.07 -0.32 -0.15 -0.21
C 2.873 -2.219 0.217 -0.14 0.40 0.18 -0.17
C 4.058 -2.158 -0.509 -0.02 0.01 0.08 -0.03
C 4.049 -2.198 -1.890 0.05 -0.05 -0.07 -0.05
C 2.853 -2.401 -2.553 0.03 -0.17 -0.04 -0.07
C 1.642 -2.468 -1.870 -0.20 -0.43 -0.12 -0.21
C 0.453 -2.969 -2.687 -0.11 0.27 0.13 -0.17
C -0.853 -3.326 -1.980 0.17 -0.15 -0.05 -0.09
C 1.653 -2.252 -0.487 -0.14 0.17 0.05 -0.17
N 0.407 -2.021 0.225 0.36 0.86 -0.03 -0.03
C 0.041 -2.849 1.154 0.40 -0.66 -0.59 -0.08
C -1.054 -2.534 1.924 -0.34 -0.06 0.42 -0.31
C -1.823 -3.189 2.883 -0.30 -0.01 0.20 -0.01
C -2.836 -2.297 3.234 0.15 -0.05 0.04 -0.08
C -2.640 -1.134 2.478 0.02 0.20 0.20 -0.16
N -1.568 -1.288 1.702 0.22 0.72 0.08 -0.11
H 3.453 -3.733 3.270 0.02 -0.02 -0.03 0.08
H 4.321 -3.995 1.752 -0.03 -0.02 0.01 0.08
H 2.620 -4.437 1.879 0.05 -0.01 0.00 0.07
H 3.753 -1.591 2.047 0.03 0.05 0.04 0.09
H 2.056 -1.987 2.206 -0.02 0.08 0.02 0.07
H 4.992 -2.056 0.031 -0.03 -0.03 -0.01 0.13
H 4.977 -2.138 -2.446 -0.03 0.03 0.03 0.11
H 2.850 -2.561 -3.627 -0.01 0.02 0.04 0.12
H 0.807 -3.874 -3.184 0.05 0.01 -0.06 0.12
H 0.257 -2.257 -3.493 -0.01 -0.05 -0.04 0.10
H -1.568 -3.692 -2.718 0.01 0.00 0.01 0.09
H -1.308 -2.488 -1.462 -0.06 -0.04 0.03 0.02
H -0.696 -4.126 -1.252 -0.03 0.03 -0.02 0.08
H 0.559 -3.796 1.264 0.08 0.03 -0.03 0.15
H -1.666 -4.195 3.245 -0.01 0.09 0.02 0.12
H -3.636 -2.452 3.941 0.04 -0.02 -0.04 0.11
H -3.217 -0.219 2.491 0.01 -0.09 -0.06 0.12
Se 1.341 0.775 -2.484 0.07 0.14 0.06 1.31
N -0.224 0.032 -1.964 -0.46 0.47 -0.42 -0.29
C -0.984 -0.123 -3.078 0.17 0.03 0.27 -0.33
C -2.269 -0.747 -3.200 0.21 0.19 -0.05 -0.03
C -2.852 -0.813 -4.423 0.06 0.06 -0.14 -0.02
C -2.249 -0.259 -5.599 -0.27 -0.13 0.00 -0.05
C -1.038 0.329 -5.541 0.23 0.06 0.04 -0.01
C -0.356 0.379 -4.284 -0.22 -0.17 0.04 -0.37
N 0.868 0.855 -4.148 0.03 -0.06 -0.12 -0.19
H -2.744 -1.167 -2.337 -0.06 -0.11 0.02 0.08
H -3.809 -1.312 -4.520 0.02 0.05 0.03 0.12
H -2.772 -0.328 -6.544 -0.01 0.00 0.04 0.11
H -0.555 0.748 -6.414 0.04 -0.03 0.06 0.12
O 3.879 1.468 3.419 -0.06 0.01 -0.05 -0.27
S 4.068 1.267 2.012 0.16 -0.02 0.25 0.66
O 5.191 0.496 1.573 -0.05 -0.06 -0.09 -0.27
N 2.669 0.647 1.374 -0.09 -0.03 -0.04 0.03
C 2.121 1.497 0.581 -0.06 0.29 -0.20 -0.49
O 0.988 1.329 -0.041 0.91 -0.80 0.74 -0.35
C 2.850 2.783 0.378 -0.11 0.02 -0.06 -0.14
C 2.516 3.852 -0.433 0.03 0.02 -0.01 -0.01
C 3.362 4.957 -0.435 -0.01 -0.01 0.02 -0.05
C 4.507 4.979 0.357 -0.02 0.01 0.00 -0.04
C 4.849 3.894 1.160 0.01 -0.07 0.05 -0.01
C 3.996 2.811 1.149 -0.02 0.06 -0.07 -0.20
H 1.629 3.819 -1.055 0.02 0.05 0.02 0.11
H 3.129 5.812 -1.056 0.01 -0.02 0.01 0.11
H 5.144 5.854 0.351 -0.01 -0.03 -0.04 0.12
H 5.746 3.898 1.765 -0.04 0.02 -0.01 0.13
```
Positions in Å, forces in eV/Å.

=====

# 2
A structure of composition C41H37AsO9OsPS, computed with wB97M-V/def2-TZVPD.

Calculated values
Multiplicity = 5
E_LUMO (alpha / beta) = 2.4 / 2.4 eV
HOMO level (alpha / beta) = -4.60 / -4.15 eV
Largest force on an atom = 1.447 eV Å⁻¹
⟨S²⟩ = 6.0074
Total charge = -1

XYZ file:
```
91
Properties=species:S:1:pos:R:3:forces:R:3:lowdin_charge:R:1
Os 0.504 -1.041 2.334 -1.34 -0.27 0.41 1.42
O 0.988 1.260 6.277 -0.08 -0.36 -0.48 -0.26
As 0.565 1.397 4.526 -0.05 0.68 1.28 0.87
O -0.444 2.667 4.382 0.04 0.32 -0.11 -0.46
O -0.102 -0.099 4.233 0.43 -0.60 -0.64 -0.58
C 2.347 2.042 3.968 -0.21 -0.25 -0.15 -0.22
C 2.541 3.338 4.443 -0.15 -0.05 -0.04 -0.09
C 3.747 3.989 4.253 0.08 0.01 -0.02 -0.08
C 4.778 3.359 3.567 -0.03 0.04 0.00 -0.08
C 4.596 2.074 3.086 -0.02 -0.05 -0.06 -0.07
C 3.389 1.417 3.295 -0.05 -0.14 0.03 -0.27
S 3.251 -0.235 2.638 0.94 0.08 -0.11 0.45
O 2.515 -1.013 3.643 0.09 0.15 -0.08 -0.41
O 4.590 -0.698 2.374 -0.09 0.14 0.05 -0.31
O 2.438 -0.072 1.408 -0.02 -0.25 0.08 -0.44
H 0.961 0.306 6.445 0.02 0.18 0.09 0.03
H 1.718 3.815 4.960 0.05 0.08 -0.01 0.10
H 3.888 4.989 4.645 -0.02 0.01 -0.02 0.10
H 5.722 3.866 3.411 0.00 0.00 0.01 0.10
H 5.374 1.544 2.553 0.05 0.04 0.04 0.11
O -1.414 -2.263 1.659 0.06 0.11 0.09 -0.09
C -0.744 -3.314 1.474 0.02 0.21 -0.02 -0.66
O 0.515 -3.321 1.512 0.15 -0.07 0.09 -0.10
C -1.476 -4.591 1.202 -0.05 -0.10 -0.04 -0.13
C -2.860 -4.580 1.056 0.05 0.05 0.00 -0.02
C -3.542 -5.763 0.817 -0.06 -0.03 -0.01 -0.09
C -2.845 -6.961 0.726 0.00 0.01 -0.01 -0.10
C -1.465 -6.974 0.877 0.00 -0.07 -0.01 -0.09
C -0.781 -5.792 1.113 0.03 0.06 -0.02 -0.02
H -3.376 -3.632 1.137 -0.01 -0.01 0.00 0.11
H -4.619 -5.754 0.706 0.01 0.01 -0.01 0.10
H -3.379 -7.885 0.540 0.00 0.00 0.01 0.09
H -0.925 -7.911 0.814 0.01 0.02 0.00 0.10
H 0.294 -5.776 1.237 0.00 0.01 0.00 0.12
C 2.512 -0.979 -2.192 -0.04 -0.06 0.13 -0.02
C 1.129 -1.659 -2.191 0.01 0.01 -0.01 -0.45
C 1.344 -3.144 -1.885 0.03 0.05 -0.03 -0.05
C 0.303 -1.031 -1.018 -0.07 0.06 -0.11 -0.10
C 0.510 -1.419 -3.565 -0.01 0.00 0.09 -0.18
C 0.315 -2.435 -4.492 -0.07 -0.08 0.04 -0.04
C -0.233 -2.170 -5.742 -0.03 0.01 -0.07 -0.09
C -0.595 -0.881 -6.091 0.02 -0.02 -0.02 -0.11
C -0.386 0.149 -5.182 -0.02 0.02 -0.03 -0.08
C 0.166 -0.121 -3.943 -0.02 -0.02 0.05 -0.03
H 2.984 -1.099 -1.214 0.02 0.05 -0.01 0.09
H 2.424 0.089 -2.403 0.01 0.00 0.03 0.08
H 3.150 -1.428 -2.957 0.01 0.00 0.01 0.09
H 1.806 -3.236 -0.901 -0.03 -0.04 0.00 0.09
H 2.008 -3.611 -2.616 -0.02 -0.02 -0.01 0.08
H 0.403 -3.698 -1.856 0.03 -0.06 -0.01 0.08
H 0.774 -0.093 -0.736 0.06 0.11 -0.04 0.07
H 0.577 -3.455 -4.243 -0.01 0.03 0.00 0.10
H -0.378 -2.981 -6.446 0.00 -0.01 0.02 0.10
H -1.031 -0.677 -7.062 0.00 0.00 0.00 0.09
H -0.658 1.164 -5.445 0.01 0.00 0.03 0.10
H 0.335 0.691 -3.249 -0.03 0.03 0.06 0.09
O -0.382 1.045 1.539 0.44 -0.25 0.25 -0.41
P -0.902 1.599 0.259 -0.38 0.32 -0.28 0.84
C 0.439 2.399 -0.680 -0.08 -0.26 0.10 -0.25
C 1.641 2.541 0.007 -0.03 -0.02 0.06 -0.06
C 2.717 3.172 -0.599 0.02 0.04 -0.08 -0.06
C 2.594 3.659 -1.893 0.04 -0.01 0.03 -0.08
C 1.390 3.532 -2.575 -0.04 0.00 -0.04 -0.09
C 0.311 2.909 -1.968 -0.04 -0.01 -0.03 -0.10
C -1.816 0.338 -0.689 0.23 0.20 -0.01 -0.18
C -3.206 0.449 -0.733 0.00 0.00 -0.04 -0.07
C -3.980 -0.572 -1.252 -0.09 -0.03 0.00 -0.08
C -3.367 -1.728 -1.708 -0.03 -0.02 0.00 -0.07
C -1.992 -1.853 -1.651 0.09 0.04 -0.08 -0.02
C -1.187 -0.831 -1.155 0.05 0.07 -0.02 -0.19
C -2.025 2.977 0.597 0.04 -0.13 -0.08 -0.26
C -2.732 3.637 -0.406 -0.02 0.07 0.03 -0.11
C -3.512 4.737 -0.088 0.00 -0.01 -0.09 -0.09
C -3.578 5.179 1.228 0.01 0.01 0.07 -0.09
C -2.868 4.525 2.224 -0.05 0.07 -0.05 -0.06
C -2.085 3.420 1.916 0.08 -0.13 -0.08 -0.04
H 1.727 2.134 1.005 0.03 0.03 -0.04 0.08
H 3.651 3.273 -0.061 -0.01 -0.02 0.00 0.11
H 3.438 4.135 -2.376 0.00 0.02 0.01 0.10
H 1.295 3.917 -3.583 0.00 0.00 0.00 0.10
H -0.626 2.817 -2.506 0.00 -0.04 -0.01 0.10
H -3.687 1.337 -0.344 -0.01 -0.08 0.01 0.09
H -5.058 -0.474 -1.279 0.01 0.01 0.00 0.10
H -3.965 -2.546 -2.091 0.01 0.00 -0.01 0.11
H -1.532 -2.774 -1.985 0.02 0.00 -0.03 0.11
H 0.443 -1.687 -0.152 0.11 0.01 -0.10 0.07
H -2.685 3.283 -1.430 -0.02 0.05 -0.01 0.10
H -4.068 5.249 -0.863 0.00 0.00 0.00 0.10
H -4.184 6.043 1.474 -0.01 0.00 0.00 0.10
H -2.913 4.874 3.247 0.02 -0.02 0.01 0.11
H -1.503 2.916 2.686 -0.08 0.07 0.07 0.06
```
Positions in Å, forces in eV/Å.

=====

# 3
A structure of composition C41H37F5OP2Pt, computed with wB97M-V/def2-TZVPD.

Calculated values
Multiplicity = 5
E_LUMO (alpha / beta) = -6.3 / -9.3 eV
HOMO level (alpha / beta) = -12.42 / -12.40 eV
Largest force on an atom = 3.214 eV Å⁻¹
⟨S²⟩ = 6.0622
Total charge = +2

XYZ file:
```
87
Properties=species:S:1:pos:R:3:forces:R:3:lowdin_charge:R:1
Pt 1.135 0.380 -0.313 1.47 1.35 0.88 1.03
C -1.392 0.027 4.499 -0.16 -0.95 0.20 -0.08
C -2.181 -0.102 3.398 0.81 -0.68 0.19 -0.12
C -2.966 0.987 2.726 -1.38 -0.29 0.46 -0.20
C -2.126 2.064 2.019 -0.10 0.26 0.08 -0.18
C -0.966 2.616 2.813 0.04 0.30 -0.23 -0.13
C -0.895 2.729 4.135 -0.02 0.51 0.71 -0.09
C -1.987 2.343 5.106 -0.62 0.38 0.58 -0.18
C -1.840 0.901 5.652 0.56 0.87 -0.37 -0.16
C 1.401 -0.546 1.529 0.57 -1.34 -0.05 -0.18
H -0.422 -0.529 4.655 -1.64 -0.33 -0.09 0.11
H -2.296 -1.082 2.908 1.02 0.59 0.11 0.07
H -3.622 1.495 3.440 -0.03 -0.21 -0.39 0.10
H -3.665 0.550 1.999 0.23 0.02 0.02 0.11
H -1.746 1.713 1.040 -0.13 -0.09 0.26 0.08
H -2.838 2.881 1.788 0.40 -0.22 -0.09 0.13
H -0.164 3.025 2.191 0.04 -0.11 0.29 0.09
H -0.034 3.197 4.639 -0.18 -0.28 -0.62 0.12
H -2.973 2.377 4.640 0.43 0.46 0.21 0.09
H -2.032 3.072 5.933 0.18 -0.26 -0.27 0.12
H -1.138 0.890 6.503 -0.14 -0.14 -0.43 0.09
H -2.820 0.534 6.025 0.62 0.22 -0.20 0.13
H 0.902 -1.577 1.490 0.66 1.75 0.38 0.04
H 1.123 0.128 2.366 -0.11 -0.52 -0.58 0.02
H 2.512 -0.705 1.489 -0.78 0.20 0.15 0.02
P -0.036 -1.791 -3.182 -2.53 -0.47 -0.66 1.09
P 1.733 0.435 -3.553 -0.02 1.79 -2.67 1.06
C -0.840 -0.266 -3.784 0.91 0.61 0.16 -0.29
C 0.024 0.701 -4.139 -0.59 -1.13 0.40 -0.31
C -0.631 -2.950 -4.491 0.74 -0.66 -0.50 -0.37
C -1.753 -2.713 -5.308 -0.19 0.17 0.06 -0.09
C -2.180 -3.650 -6.255 0.31 -0.06 0.20 -0.05
C -1.438 -4.821 -6.466 0.17 0.20 0.27 -0.04
C -0.274 -5.043 -5.719 -0.05 0.22 0.17 -0.05
C 0.120 -4.117 -4.739 -0.13 -0.20 -0.04 -0.09
C -1.113 -2.144 -1.714 0.92 0.29 -0.02 -0.35
C -0.784 -1.387 -0.581 -0.34 -0.17 -1.22 -0.18
C -1.481 -1.509 0.604 0.01 0.32 -0.09 -0.08
C -2.639 -2.321 0.626 0.53 0.06 -0.29 -0.02
C -2.978 -3.066 -0.501 0.10 -0.06 -0.44 -0.02
C -2.191 -3.012 -1.661 0.08 -0.09 0.07 -0.04
C 2.551 0.991 -5.183 0.42 -0.58 0.04 -0.32
C 2.400 0.147 -6.303 -0.15 0.12 0.01 -0.09
C 2.779 0.577 -7.582 -0.09 0.02 0.52 -0.05
C 3.338 1.852 -7.746 -0.15 -0.20 0.26 -0.04
C 3.559 2.674 -6.637 -0.16 -0.30 0.21 -0.05
C 3.204 2.224 -5.359 -0.09 0.24 0.34 -0.07
C 1.893 1.975 -2.584 0.01 -1.13 1.37 -0.49
C 3.067 2.125 -1.815 -0.09 0.34 0.11 -0.16
C 3.331 3.360 -1.212 0.04 -0.32 0.18 -0.05
C 2.396 4.395 -1.309 0.11 0.02 -0.07 -0.03
C 1.171 4.185 -1.949 0.03 -0.21 -0.05 -0.03
C 0.898 2.954 -2.544 -0.27 0.38 0.07 -0.09
H -1.929 -0.227 -3.835 0.25 0.09 -0.26 0.10
H -0.212 1.605 -4.705 -0.05 -0.25 0.19 0.11
H -2.309 -1.784 -5.210 -0.03 -0.27 -0.02 0.09
H -3.091 -3.470 -6.834 0.40 0.03 0.23 0.12
H -1.757 -5.548 -7.217 0.12 0.28 0.29 0.12
H 0.328 -5.943 -5.900 -0.27 0.47 0.15 0.12
H 1.023 -4.300 -4.154 -0.18 -0.06 -0.16 0.11
H 0.011 -0.572 -1.036 -1.75 -1.39 0.55 -0.05
H -1.129 -0.986 1.490 -0.43 -0.02 -0.27 0.06
H -3.272 -2.374 1.515 0.39 0.01 -0.22 0.12
H -3.853 -3.716 -0.520 0.20 0.23 0.21 0.13
H -2.396 -3.614 -2.540 -0.22 -0.05 0.19 0.12
H 1.948 -0.838 -6.167 0.10 0.19 -0.16 0.10
H 2.622 -0.080 -8.442 0.09 0.27 0.34 0.12
H 3.598 2.196 -8.741 0.02 -0.02 0.12 0.12
H 3.996 3.671 -6.763 -0.14 -0.49 0.10 0.12
H 3.407 2.863 -4.493 -0.11 -0.17 -0.36 0.11
H 3.735 1.267 -1.699 0.14 0.46 -0.24 0.11
H 4.261 3.483 -0.650 -0.38 0.08 -0.18 0.13
H 2.611 5.366 -0.855 -0.06 -0.33 -0.15 0.13
H 0.420 4.971 -2.007 0.19 -0.14 0.18 0.13
H -0.093 2.742 -2.950 0.45 0.36 -0.03 0.10
F 0.497 -0.350 10.970 -0.10 -0.27 -0.96 0.17
C 0.596 -0.668 9.679 -0.19 0.08 1.24 -0.09
C 0.925 0.325 8.758 0.09 1.30 -0.48 -0.13
F 0.920 1.625 9.133 0.26 -1.15 -0.14 0.13
C 1.203 -0.025 7.466 0.44 0.66 -0.80 -0.11
F 1.572 0.916 6.564 -0.34 -0.78 0.93 0.11
C 1.112 -1.397 6.969 0.29 0.22 -0.61 -0.27
O 1.537 -1.700 5.830 -0.95 0.12 1.41 0.09
C 0.464 -2.295 7.929 -0.29 -0.90 -0.94 -0.08
F -0.029 -3.454 7.451 0.79 0.81 0.58 0.13
C 0.319 -1.973 9.252 -0.30 -0.87 0.28 -0.12
F -0.133 -2.889 10.128 0.28 0.80 -0.56 0.14
```
Positions in Å, forces in eV/Å.